Version 1
C3H7N4S | the ωB97M-V functional and the def2-TZVPD basis

Properties
* molar mass: 131.18 g mol⁻¹
* frontier orbital gap: 8.91 eV
* LUMO level: -4.399 eV

ORCA input file:
```
! wB97M-V def2-TZVPD RIJCOSX def2/J DEFGRID3
* xyz 1 1
C -1.0448 0.8443 1.3961
C -1.2495 1.3068 0.1807
C 1.0982 0.3654 -0.7803
N 0.6250 -0.7574 -0.3826
N 2.2252 0.5739 -1.3860
N -0.6622 -2.2522 0.3965
N -0.0159 -1.1992 0.6280
S -0.0658 1.7270 -1.0930
H -1.9526 0.6910 2.1014
H -2.2074 1.6983 -0.2253
H 3.0183 -0.0965 -1.6274
H 2.3685 1.5479 -1.5217
H -1.3969 -2.5078 1.1106
H -0.6622 -2.4807 -0.5708
H -0.0780 0.5393 1.7737
*
```

=====

Version 2
C3H7N4S | the ωB97M-V functional and the def2-TZVPD basis

Properties
* molar mass: 131.18 g mol⁻¹
* frontier orbital gap: 8.04 eV
* LUMO level: -5.466 eV

ORCA input file:
```
! wB97M-V def2-TZVPD RIJCOSX def2/J DEFGRID3
* xyz 1 1
C -0.3345 1.0020 -1.1216
C -0.1598 -0.3971 0.8635
C 0.5628 -1.6447 0.2586
N 0.5790 -0.2537 2.1057
N 1.2394 0.6951 2.3543
N 0.5988 3.2024 1.6666
N 0.1118 0.7146 0.0373
S 1.4519 2.1536 1.0006
H -0.0187 1.7120 -1.8315
H -1.1556 0.4404 -1.4181
H -1.2466 -0.7674 1.1948
H 1.6565 -1.4302 0.0806
H 0.1628 -1.8529 -0.6603
H 0.2663 -2.4699 0.8118
H 0.8174 4.1762 1.6165
*
```

=====

Version 3
C3H7N4S | the ωB97M-V functional and the def2-TZVPD basis

Properties
* molar mass: 131.18 g mol⁻¹
* frontier orbital gap: 8.13 eV
* LUMO level: -5.688 eV

ORCA input file:
```
! wB97M-V def2-TZVPD RIJCOSX def2/J DEFGRID3
* xyz 1 1
C 0.4727 -0.5518 -0.5247
C -0.1768 -2.2302 2.5296
C 0.6920 1.4617 -2.1507
N 1.7970 -0.9198 -3.6543
N 2.6606 -1.2419 -4.2659
N 0.7670 -1.5443 1.6818
N 0.4642 -1.2298 0.5398
S 0.1005 1.1446 -0.4994
H 0.5504 -1.0675 -1.5501
H -1.2037 -2.0181 2.3246
H -0.0029 -1.9488 3.4982
H 0.0636 -3.2889 2.4747
H 1.5223 0.7572 -2.3525
H 1.0713 2.4234 -2.1693
H -0.0226 1.2309 -3.0373
*
```

=====

Pick version 3: it beats the second-best structure by 87.6 kJ/mol.

=====

Version 1
C3H2N2S2 | the ωB97M-V functional and the def2-TZVPD basis

Properties
* molar mass: 130.20 g mol⁻¹
* frontier orbital gap (spin up / spin down): 5.39 / 4.18 eV
* LUMO level (spin up / spin down): -2.830 / -3.206 eV

ORCA input file:
```
! wB97M-V def2-TZVPD RIJCOSX def2/J DEFGRID3
* xyz 0 1
C 0.3527 0.7845 0.5992
C 0.6550 0.1127 -0.6482
C 2.8941 0.7679 -1.0024
N 1.0753 1.4580 1.3509
N 1.8596 0.1277 -1.0748
S 4.4828 0.5833 -0.6511
S 4.4989 -0.6438 1.0652
H -0.7368 0.6317 1.0377
H 0.0104 -0.4308 -1.3483
*
```

=====

Version 2
C3H2N2S2 | the ωB97M-V functional and the def2-TZVPD basis

Properties
* molar mass: 130.20 g mol⁻¹
* frontier orbital gap (spin up / spin down): 8.02 / 6.41 eV
* LUMO level (spin up / spin down): -2.531 / -2.883 eV

ORCA input file:
```
! wB97M-V def2-TZVPD RIJCOSX def2/J DEFGRID3
* xyz 0 1
C -1.6009 1.2180 -0.1309
C -1.8021 -1.1581 0.1838
C -1.0730 -0.0620 -0.2637
N -2.0363 2.2781 -0.0245
N -2.4038 -2.0552 0.5792
S 0.5619 -0.2696 -0.8030
S 3.6570 0.1560 0.7958
H 0.8258 1.0365 -0.9432
H 3.8715 -1.1437 0.6066
*
```

=====

Pick version 2: it beats the second-best structure by 302.9 kJ/mol.

=====

Version 1
CO3S3 | the ωB97M-V functional and the def2-TZVPD basis

Properties
* molar mass: 156.21 g mol⁻¹
* frontier orbital gap: 8.68 eV
* LUMO level: -2.148 eV

ORCA input file:
```
! wB97M-V def2-TZVPD RIJCOSX def2/J DEFGRID3
* xyz 0 1
C -1.5932 0.7320 -0.1238
O 1.4666 0.3610 -1.0196
O 1.9400 -0.4972 1.2504
O 0.0815 -1.4311 -0.0048
S -2.5182 -0.2241 -0.9584
S -0.4317 1.4069 0.7450
S 1.0551 -0.3475 0.1112
*
```

=====

Version 2
CO3S3 | the ωB97M-V functional and the def2-TZVPD basis

Properties
* molar mass: 156.21 g mol⁻¹
* frontier orbital gap: 8.11 eV
* LUMO level: -1.950 eV

ORCA input file:
```
! wB97M-V def2-TZVPD RIJCOSX def2/J DEFGRID3
* xyz 0 1
C 0.0980 1.1683 -1.3298
O 0.9550 -0.1809 1.6841
O 0.2558 -1.3904 -0.3023
O -0.4601 1.2524 -0.2764
S 0.9808 1.0518 -2.5613
S -1.6843 -1.2153 1.9049
S -0.1451 -0.6859 0.8808
*
```

=====

Pick version 2: it beats the second-best structure by 37.2 kJ/mol.

=====

Version 1
C3H8NO2 | the ωB97M-V functional and the def2-TZVPD basis

Properties
* SMILES: [NH3+][C@]1(CO)CO1
* molar mass: 90.10 g mol⁻¹
* frontier orbital gap: 11.00 eV
* LUMO level: -3.556 eV

ORCA input file:
```
! wB97M-V def2-TZVPD RIJCOSX def2/J DEFGRID3
* xyz 1 1
C -2.1126 -0.3100 -0.1836
C -0.4159 -0.0981 0.1962
C 0.7861 -0.9859 0.0503
N 0.0861 1.3275 0.1913
O -1.4447 -0.2406 1.0547
O 1.9516 -0.1814 0.3162
H -2.7839 0.4749 -0.3770
H -2.2022 -1.2009 -0.7030
H 0.8761 -1.4255 -1.0993
H 0.8510 -1.7398 0.8367
H 0.4739 1.5221 -0.7762
H 0.7955 1.2346 0.8909
H -0.6787 1.9681 0.3190
H 2.7770 -0.5917 0.1160
*
```

=====

Version 2
C3H8NO2 | the ωB97M-V functional and the def2-TZVPD basis

Properties
* molar mass: 90.10 g mol⁻¹
* frontier orbital gap: 10.06 eV
* LUMO level: -3.542 eV

ORCA input file:
```
! wB97M-V def2-TZVPD RIJCOSX def2/J DEFGRID3
* xyz 1 1
C -0.2217 -0.7528 -0.0285
C 0.5672 0.5291 0.1808
C -2.2217 -0.5526 -0.3256
N 1.9245 -0.0662 0.2390
O 0.3256 -1.8050 0.0023
O -2.6004 0.5503 0.3749
H 0.3441 0.9774 1.1613
H 0.3421 1.2128 -0.6337
H -2.3486 -0.4538 -1.3738
H -2.6002 -1.4776 0.0465
H 2.3901 0.0121 1.1633
H 2.4194 0.4612 -0.4862
H 1.6811 -1.1725 -0.0593
H -3.0570 0.2668 1.2128
*
```

=====

Pick version 2: it beats the second-best structure by 90.1 kJ/mol.

=====

Version 1
C17H24N6O3 | the ωB97M-V functional and the def2-TZVPD basis

Properties
* molar mass: 360.42 g mol⁻¹
* frontier orbital gap: 6.73 eV
* LUMO level: 0.261 eV

ORCA input file:
```
! wB97M-V def2-TZVPD RIJCOSX def2/J DEFGRID3
* xyz 0 1
C -3.9827 -0.7836 -6.9597
C -2.4433 -0.5229 -7.0785
H -1.9937 -0.7161 -8.0609
H -2.1933 0.5260 -6.6066
O -1.5522 -1.2990 -6.2728
C -1.6575 -1.1323 -4.7987
O -2.2194 -0.1326 -4.1611
C -0.7168 -2.3832 -4.1737
N -0.9659 -2.3984 -2.7265
C -0.7104 -1.4850 -1.8166
N -1.1979 -2.1398 -0.5209
N -1.7379 -3.1483 -0.8476
N -1.7196 -3.1829 -2.2812
C 0.1031 -0.3935 -1.9685
N 0.7524 0.3704 -0.8497
C 1.3761 -0.4049 0.1312
C 2.0512 0.5734 1.0277
N 1.0250 1.1266 1.9340
C 1.4396 1.3519 3.0933
C 1.8996 0.5723 4.1560
C 2.3936 0.9753 5.3847
C 1.8928 2.2016 6.0132
C 1.3535 3.0379 5.0005
C 0.9809 2.7599 3.7723
H 0.9107 3.3262 2.9578
H 1.1538 4.0871 5.2230
O 2.2316 2.8876 7.0234
C 2.8417 1.6731 8.0274
H 2.8385 2.4792 9.0416
H 3.7336 1.5412 7.6810
H 2.2341 0.8522 8.2115
H 2.8733 0.2573 6.0059
H 2.1849 -0.4574 3.7548
C 0.2440 1.9870 1.0364
C -0.4106 1.0434 0.0056
H -1.0932 1.3764 -0.6180
H -0.8846 0.1771 0.4043
H -0.8236 2.2855 1.7783
H 0.7602 2.6433 0.6020
H 2.7276 -0.2485 1.9000
H 2.5453 1.2517 0.5360
H 2.0740 -0.9346 -0.3542
H 0.8932 -1.1855 0.6166
H -0.4565 0.5610 -2.5647
H 1.1156 -0.6374 -2.5066
H -1.1981 -3.3081 -4.7303
H 0.1537 -2.1265 -4.4596
H -4.3761 -0.5682 -6.0886
H -4.2980 -0.1745 -7.6293
H -4.0720 -1.8060 -7.1446
*
```

=====

Version 2
C17H24N6O3 | the ωB97M-V functional and the def2-TZVPD basis

Properties
* SMILES: [H]/N=C(\N)NCCC[C@H](N)C(=O)N[C@@H](Cc1c[nH]c2ccccc12)C(=O)O
* molar mass: 360.42 g mol⁻¹
* frontier orbital gap: 7.80 eV
* LUMO level: -0.037 eV

ORCA input file:
```
! wB97M-V def2-TZVPD RIJCOSX def2/J DEFGRID3
* xyz 0 1
C 0.3915 -1.0906 2.8132
C 0.3125 -0.6378 1.3917
C 2.0061 -1.4746 2.9705
C 2.0720 -2.8519 3.5276
C 2.3736 -3.9898 2.4305
C 1.5273 -4.5702 0.2069
C -0.5861 1.0724 -0.0462
C -2.0314 0.3206 0.2609
C -0.1517 0.9115 -1.5461
C -0.7274 1.8938 -2.4522
C -0.2066 1.9249 -3.7765
C -1.2331 3.2527 -2.1147
C -1.2293 3.8811 -3.3845
C -1.6960 3.9745 -0.9649
C -1.6053 5.2134 -3.5807
C -2.0291 5.3843 -1.1805
C -1.8863 6.0582 -2.4363
H -0.7536 -2.7879 2.4491
H -1.2875 -1.7731 3.5208
H 0.3481 -0.2121 3.5255
H 2.4691 -0.7130 3.6684
H 2.2699 -1.3916 1.8847
H 2.8557 -2.8829 4.2812
H 1.0605 -3.1846 3.8189
H 3.4734 -4.0879 2.3422
H 2.0766 -4.9587 2.8241
H 1.0353 -2.8158 1.1412
H 1.9136 -6.3841 -0.4895
H 0.2028 -4.6348 -1.2975
H 0.6507 -2.9390 -0.8559
H 0.9021 1.2942 1.5786
H -0.9447 2.1315 -0.1559
H -0.3214 -0.0297 -2.1205
H 0.8902 1.1222 -1.5862
H 0.3556 1.2388 -4.3691
H -0.2275 3.3260 -5.1796
H -2.1593 3.3863 -0.0703
H -1.5906 5.9164 -4.4274
H -1.9956 6.0282 -0.3084
H -2.0249 7.1484 -2.4646
H -2.7157 1.1771 -1.3544
N -0.4997 -2.1566 3.1091
N 1.6280 -3.6360 1.2464
N 1.8978 -5.8132 0.4366
N 0.9154 -3.9907 -0.9191
N 0.3580 0.7024 0.9372
N -0.8409 2.9326 -4.4248
O 0.0877 -1.5735 0.5830
O -2.3154 -0.4074 1.1512
O -3.0146 0.6958 -0.5938
*
```

=====

Pick version 2: it beats the second-best structure by 1322.1 kJ/mol.

=====

Version 1
CH6NO | the ωB97M-V functional and the def2-TZVPD basis

Properties
* molar mass: 48.07 g mol⁻¹
* expectation value of S²: 0.7533
* frontier orbital gap (spin up / spin down): 6.40 / 11.26 eV
* LUMO level (spin up / spin down): 0.929 / 0.888 eV

ORCA input file:
```
! wB97M-V def2-TZVPD RIJCOSX def2/J DEFGRID3
* xyz 0 2
C 0.2354 0.4380 -0.5258
N 1.1000 -0.1431 -1.3948
H 0.5628 0.9647 0.3613
H -0.8257 0.3817 -0.7520
H 0.9033 -0.9025 -2.0218
H 2.0850 0.0204 -1.2772
H -1.2290 -0.6185 2.5156
H -1.8668 0.0032 1.3897
O -0.9651 -0.1440 1.7051
*
```

=====

Version 2
CH6NO | the ωB97M-V functional and the def2-TZVPD basis

Properties
* molar mass: 48.07 g mol⁻¹
* expectation value of S²: 0.7532
* frontier orbital gap (spin up / spin down): 6.46 / 11.01 eV
* LUMO level (spin up / spin down): 0.705 / 0.700 eV

ORCA input file:
```
! wB97M-V def2-TZVPD RIJCOSX def2/J DEFGRID3
* xyz 0 2
O 1.2720 0.1000 -1.5579
H 0.0564 0.5748 -0.3217
H 0.9960 -0.7936 -1.8107
H 2.2242 0.1528 -1.6676
C -0.7920 -0.3872 1.3511
N -0.7062 0.5564 0.3499
H 0.1473 -0.8494 1.6153
H -1.6330 -0.3155 2.0193
H -1.5648 0.9617 0.0224
*
```

=====

Pick version 2: it beats the second-best structure by 45.0 kJ/mol.